Record 1
Computed, not measured: a 2-piece molecular cluster, C6H10 overall, with ωB97M-V/def2-TZVPD.

Positions of all 16 atoms, in Å:
C (1.6771, 0.5546, -0.4315)
C (0.9808, -0.6816, 0.1937)
C (-0.3237, -0.9769, 0.8135)
C (-1.1440, 0.2982, 0.8905)
C (-0.7807, 0.9173, -0.4761)
C (0.3899, 0.0428, -0.9990)
H (1.7167, 1.5584, 0.0178)
H (2.6425, 0.2308, -0.8067)
H (1.5706, -1.5765, -0.0104)
H (-0.8884, -1.5540, -0.4465)
H (-0.3827, -1.7166, 1.6147)
H (-0.9071, 0.9500, 1.7457)
H (-2.2019, 0.0484, 0.9595)
H (-0.5282, 1.9825, -0.4128)
H (-1.6084, 0.8215, -1.1818)
H (-0.2126, -0.8990, -1.4707)

Energy   -6379.1267 eV
Orbital gap   9.5870 eV
ΔE to the lowest compared entry with this formula, charge and spin   456.6 kJ/mol
E_HOMO   -8.6 eV
Charge   0

Results of the Löwdin charge analysis, in e, for atoms 1 through 6: -0.03 -0.28 -0.18 -0.20 -0.18 -0.28

---

Record 2
Computed, not measured: a 2-piece molecular cluster, C2H8N2O overall, with ωB97M-V/def2-TZVPD.

Positions of all 13 atoms, in Å:
C (1.1640, 0.3161, 0.0631)
C (0.4917, 0.6302, -1.0486)
N (-0.8704, 0.4159, -1.1817)
N (2.5732, 0.2877, 0.2976)
H (0.5805, 0.2049, 0.9895)
H (1.0162, 1.2701, -1.7496)
H (-1.4148, 1.1416, -1.6172)
H (-1.2638, 0.0241, -0.3389)
H (2.9317, 1.1899, 0.5703)
H (3.0937, -0.1609, -0.4375)
H (-3.0787, -1.3703, 0.8604)
H (-2.2853, -1.8498, 2.1263)
O (-2.9381, -2.0993, 1.4664)

Energy   -7230.2191 eV
Orbital gap   8.6448 eV
ΔE to the lowest compared entry with this formula, charge and spin   203.5 kJ/mol
SMILES   N/C=C/N.O
E_HOMO   -7.9 eV
Charge   0

Results of the Löwdin charge analysis, in e, for atoms 1 through 6: -0.25 -0.24 0.03 0.00 0.09 0.11

---

Record 3
Computed, not measured: one molecule with the formula C4H4N4, with ωB97M-V/def2-TZVPD.

Positions of all 12 atoms, in Å:
C (-1.9732, -0.1536, 0.6273)
C (-0.5868, -0.0192, 0.2086)
C (0.0762, 1.1231, 0.2541)
C (1.4103, -0.9515, -0.6762)
H (-0.5004, 1.9231, 0.6587)
H (2.0836, 1.9375, 0.0319)
H (1.7702, -1.9194, -1.0911)
H (-0.3160, -1.9865, -0.6041)
N (-3.0693, -0.2789, 0.9214)
N (1.3850, 1.2197, -0.1795)
N (2.0974, 0.1627, -0.6098)
N (0.0731, -1.0959, -0.3433)

Energy   -10170.5431 eV
Orbital gap   7.7004 eV
ΔE to the lowest compared entry with this formula, charge and spin   221.4 kJ/mol
SMILES   N#CC1=CNN=CN1
E_HOMO   -7.1 eV
Charge   0

Results of the Löwdin charge analysis, in e, for atoms 1 through 6: -0.17 -0.29 -0.05 -0.16 0.13 0.14

---

Record 4
Computed, not measured: one molecule with the formula C3H8N2OS, with ωB97M-V/def2-TZVPD.

Positions of all 15 atoms, in Å:
C (-1.2374, -0.8286, -1.7033)
C (0.2433, -0.6275, 0.2531)
C (0.8685, 0.2341, 1.1134)
H (-2.4072, -0.2798, -1.8254)
H (-0.6979, -0.5457, -2.6668)
H (-1.0415, -1.8605, -1.5413)
H (-1.7957, 1.9508, 0.0457)
H (0.1682, 0.8786, 1.7835)
H (1.3856, 1.0026, 0.6095)
H (1.0562, -0.7832, 2.7910)
H (1.9180, -1.3772, 1.1802)
N (-0.6622, -0.0306, -0.5092)
N (1.8665, -0.4019, 1.9739)
O (0.4064, -1.8491, 0.2958)
S (-0.5946, 1.6354, -0.6859)

Energy   -19099.9938 eV
Orbital gap   10.0396 eV
ΔE to the lowest compared entry with this formula, charge and spin   435.0 kJ/mol
SMILES   CN(S)C(=O)CN
E_HOMO   -9.7 eV
Charge   0

Results of the Löwdin charge analysis, in e, for atoms 1 through 6: -0.06 -0.65 -0.42 0.15 0.08 0.05

---

Record 5
Computed, not measured: C15H8Co2O6S as an isolated structure, with ωB97M-V/def2-TZVPD.

Positions of all 32 atoms, in Å:
S (-1.2867, 0.1349, -3.0964)
C (0.1352, -0.5267, -3.6186)
C (0.3262, -1.9341, -3.5740)
C (1.4862, -2.4944, -4.0872)
C (2.4906, -1.6735, -4.6420)
C (2.3176, -0.2739, -4.6625)
C (1.1618, 0.2985, -4.1525)
H (-0.4644, -2.5397, -3.1422)
H (1.6180, -3.5788, -4.0564)
H (3.4041, -2.1211, -5.0471)
H (3.0975, 0.3687, -5.0792)
H (1.0000, 1.3718, -4.1556)
O (3.1093, 0.2134, 1.5457)
C (2.1552, 0.0902, 2.1935)
Co (0.6649, 0.0083, 3.1125)
C (0.0377, -1.6076, 2.8590)
O (-0.3725, -2.6798, 2.6978)
C (0.9242, 0.1682, 4.8245)
O (1.0750, 0.3081, 5.9656)
C (-0.3923, 1.5857, 2.6323)
C (-0.8449, 1.2819, 1.3098)
C (-0.4346, 1.1557, 0.0451)
Co (-2.1062, 1.1184, 2.5398)
C (-3.0379, -0.3551, 2.1142)
O (-3.7944, -1.2263, 2.0853)
C (-3.1247, 2.4685, 1.9634)
O (-3.8171, 3.3543, 1.7035)
C (-2.3547, 1.1721, 4.2826)
O (-2.5189, 1.2017, 5.4267)
H (0.0385, 2.5383, 2.9676)
H (-1.1005, 0.8070, -0.7445)
H (0.6079, 1.3655, -0.2107)

Energy   -114050.9293 eV
Orbital gap   2.7257 eV
ΔE to the lowest compared entry with this formula, charge and spin   183.2 kJ/mol
E_HOMO   -6.5 eV
Charge   0

Results of the Löwdin charge analysis, in e, for atoms 1 through 6: 0.73 -0.79 -0.12 -0.09 -0.07 -0.09

---

Record 6
Computed, not measured: C27H74N2Na4O17V as an isolated structure, with ωB97M-V/def2-TZVPD.

Positions of all 125 atoms, in Å:
Na (-12.3353, 29.5432, 12.2403)
Na (-7.8447, 24.6070, 9.4202)
Na (-6.4334, 26.3961, 11.6775)
Na (-4.8213, 28.7658, 10.1235)
V (-9.1302, 28.6139, 10.7380)
O (-11.3888, 28.0719, 10.1799)
C (-11.5914, 26.7200, 10.7412)
C (-10.3414, 25.7145, 10.9336)
O (-9.0121, 26.1955, 10.9682)
H (-12.4422, 26.2452, 10.2525)
H (-11.9796, 26.9412, 11.7354)
H (-10.4546, 25.1029, 10.0385)
H (-10.5152, 25.1346, 11.8401)
O (-5.6770, 26.4667, 9.0118)
C (-5.4667, 26.2290, 7.6072)
C (-5.0767, 24.7829, 7.1570)
O (-3.9865, 24.1216, 7.8195)
H (-4.7008, 26.8703, 7.1710)
H (-6.3608, 26.6054, 7.1101)
H (-4.7541, 24.7407, 6.1167)
H (-5.9589, 24.1478, 7.2374)
O (-9.6697, 29.7358, 12.6121)
C (-8.4460, 30.3909, 12.9713)
C (-7.0292, 29.6870, 12.5101)
O (-6.9317, 28.9023, 11.3531)
H (-8.3918, 30.5515, 14.0481)
H (-8.5371, 31.3270, 12.4204)
H (-6.7129, 29.0397, 13.3280)
H (-6.2480, 30.4463, 12.5462)
C (-5.9167, 30.5112, 7.5166)
C (-5.1407, 31.6925, 8.0863)
C (-6.2447, 32.6092, 8.8148)
C (-5.6414, 33.6612, 9.6938)
C (-4.8071, 32.9400, 10.7750)
C (-3.7554, 31.9969, 10.2046)
N (-4.2527, 31.1175, 9.1507)
O (-3.2977, 30.2363, 8.7181)
C (-2.6208, 32.9981, 9.7739)
C (-3.2543, 31.1640, 11.3796)
C (-4.3944, 32.4552, 7.0251)
H (-6.7466, 30.1250, 8.1085)
H (-5.2822, 29.6301, 7.4213)
H (-6.2465, 30.6229, 6.4837)
H (-6.9064, 33.1041, 8.1039)
H (-6.8429, 31.9217, 9.4128)
H (-6.4320, 34.2760, 10.1241)
H (-5.0568, 34.4150, 9.1664)
H (-5.4713, 32.3508, 11.4073)
H (-4.4050, 33.7326, 11.4061)
H (-1.7920, 32.3715, 9.4445)
H (-2.9312, 33.7111, 9.0100)
H (-2.2851, 33.6316, 10.5949)
H (-3.9499, 30.4091, 11.7464)
H (-2.3579, 30.5652, 11.2186)
H (-3.1514, 31.7014, 12.3224)
H (-5.0188, 32.7012, 6.1662)
H (-3.5307, 31.9219, 6.6280)
H (-3.9631, 33.4054, 7.3401)
H (-2.8349, 30.7044, 8.0193)
C (-9.0291, 36.4757, 13.2326)
C (-9.0725, 34.9269, 13.0359)
C (-7.6376, 34.3802, 12.8966)
C (-6.7827, 34.2866, 14.1341)
C (-7.4939, 33.4872, 15.2676)
C (-8.9768, 34.0339, 15.4522)
N (-9.6705, 34.2353, 14.1372)
O (-10.9779, 34.6462, 14.3205)
C (-9.5914, 32.8925, 16.2435)
C (-8.8896, 35.3828, 16.1231)
C (-9.7702, 34.5410, 11.7246)
H (-9.9467, 36.9429, 13.5901)
H (-8.9164, 37.0263, 12.2987)
H (-8.2090, 36.9516, 13.7703)
H (-7.6516, 33.4371, 12.3503)
H (-7.0319, 34.9724, 12.2106)
H (-6.3407, 35.2519, 14.3809)
H (-5.9562, 33.7053, 13.7255)
H (-6.9190, 33.5826, 16.1888)
H (-7.4778, 32.4256, 15.0213)
H (-9.5529, 31.9385, 15.7177)
H (-9.0835, 32.7647, 17.1994)
H (-10.6522, 32.9521, 16.4870)
H (-9.9168, 35.7094, 16.2855)
H (-8.5259, 35.3300, 17.1493)
H (-8.3025, 36.1491, 15.6171)
H (-9.4628, 35.1553, 10.8783)
H (-10.8331, 34.7774, 11.6745)
H (-9.7094, 33.5021, 11.4004)
H (-10.8148, 35.4997, 14.7286)
O (-11.4955, 31.9754, 12.9138)
H (-10.7221, 31.4385, 13.0864)
H (-11.2449, 32.8550, 13.1962)
O (-9.4397, 30.5408, 9.6533)
H (-9.9140, 31.1994, 10.1609)
H (-9.4899, 30.8523, 8.7496)
O (-10.8599, 27.9724, 6.9691)
H (-11.2763, 27.6815, 7.7804)
H (-10.4827, 28.8252, 7.1853)
O (-10.2276, 31.6149, 7.2768)
H (-9.9971, 32.4562, 6.8827)
H (-11.1743, 31.5440, 7.1546)
O (-9.3938, 25.3656, 7.3973)
H (-10.1094, 25.9555, 7.1603)
H (-9.4072, 24.6883, 6.7210)
O (-8.3159, 28.0437, 8.7999)
H (-7.5007, 27.5430, 8.7705)
H (-8.8505, 27.6733, 8.0977)
O (-13.2494, 30.0831, 9.9133)
H (-12.7168, 29.2980, 9.7863)
H (-14.1036, 29.8556, 9.5462)
O (-8.1333, 24.4279, 13.1429)
H (-8.7375, 24.8561, 12.5364)
H (-7.3609, 24.2308, 12.6130)
C (-11.6378, 26.0555, 14.8055)
C (-10.8030, 27.3307, 15.1270)
C (-9.3142, 27.1713, 14.7552)
O (-11.3236, 28.3726, 14.3544)
H (-12.6891, 26.2117, 14.5638)
H (-11.5522, 25.5512, 15.7680)
H (-11.1717, 25.4459, 14.0314)
H (-10.8980, 27.5751, 16.1850)
H (-8.7907, 26.2591, 15.0414)
H (-8.7348, 27.9986, 15.1652)
H (-9.1403, 27.2220, 13.6804)
H (-10.6527, 28.8572, 13.8679)

Expectation value of S²   3.75
Energy   -110338.4494 eV
Orbital gap (spin up / spin down)   3.8813 / 3.8796 eV
2S+1   4
E_HOMO (spin up / spin down)   -4.3 / -4.3 eV
Charge   0

Results of the Löwdin charge analysis, in e, for atoms 1 through 6: 0.54 0.59 0.56 0.50 0.91 -0.40